Formula: C25H22Cl2O4S
Source: the Open Molecules 2025 dataset
Level of theory: the ωB97M-V functional and the def2-TZVPD basis

```
54
Properties=species:S:1:pos:R:3
Cl -6.0290 2.5931 -3.1866
C -4.4775 1.8751 -3.0119
C -4.3699 0.4884 -2.7955
C -3.1205 -0.0718 -2.5663
C -1.9504 0.7287 -2.5602
C -0.6790 0.1325 -2.2993
C 0.5154 0.7676 -2.6100
C 1.7256 0.0963 -2.6367
C 2.9926 0.7277 -2.8523
C 4.1541 -0.0773 -2.9349
C 5.4132 0.4907 -3.0272
C 5.5357 1.8889 -3.0768
Cl 7.1013 2.5998 -3.1469
C 4.3990 2.7064 -3.0629
C 3.1380 2.1359 -2.9732
C -2.0852 2.1190 -2.8381
C -3.3331 2.6875 -3.0390
H -5.2651 -0.1275 -2.8172
H -3.0102 -1.1438 -2.4442
H -0.6493 -0.8865 -1.8743
H 0.5021 1.8438 -2.8166
H 1.7021 -0.9925 -2.5539
H 4.0367 -1.1582 -2.8897
H 6.3063 -0.1293 -3.0440
H 4.5198 3.7872 -3.1068
H 2.2611 2.7709 -2.9546
H -1.2032 2.7382 -2.9338
H -3.4335 3.7547 -3.2337
C 3.9571 -0.0270 1.9236
C 2.9023 -0.9717 1.3943
O 1.5939 -0.5871 1.8717
C 0.5479 -1.1497 1.1430
C -0.6604 -0.6968 1.7681
S -2.1461 -1.5606 1.7685
C -2.6502 -1.6852 3.5137
C -2.3470 -2.7946 4.3238
C -2.8235 -2.8832 5.6371
C -3.5712 -1.8420 6.2002
C -3.8170 -0.7060 5.4186
C -3.3491 -0.6280 4.1049
O -3.2121 -0.8258 1.1160
O -1.8442 -2.9260 1.4149
O 0.7085 -1.8536 0.1479
H 4.9235 -0.3932 1.5663
H 3.8102 0.9891 1.5306
H 4.0014 -0.0021 3.0164
H 2.9082 -0.9324 0.2913
H 3.1190 -1.9909 1.7520
H -0.5511 -0.0073 2.6037
H -1.7237 -3.5993 3.9352
H -2.6177 -3.7682 6.2479
H -3.9479 -1.9062 7.2261
H -4.3851 0.1254 5.8426
H -3.5228 0.2776 3.5284
```

Output
Kohn-Sham gap: 3.2454 eV
lowest unoccupied orbital energy: -3.18 eV

=====

Formula: C25H22ClHgN2S
Source: the Open Molecules 2025 dataset
Level of theory: the ωB97M-V functional and the def2-TZVPD basis

```
52
Properties=species:S:1:pos:R:3
Hg 1.6215 -3.4868 -1.9144
N 0.0136 -2.3123 -0.5584
C -1.2324 -2.3590 -0.8158
C -1.9930 -1.3620 -1.5673
C -3.4087 -1.4090 -1.5703
C -4.1163 -2.4369 -0.9597
C -3.3746 -3.5861 -0.5433
C -1.9993 -3.5597 -0.4948
H -1.4952 -0.5028 -2.0203
H -3.8385 -0.5048 -2.0988
H -5.1984 -2.5129 -0.9140
H -3.8298 -4.4664 -0.0265
H -1.3923 -4.4433 -0.2591
N 2.5783 -1.0146 -0.6289
S 2.6964 0.3763 -1.3488
C 1.7269 1.6423 -0.4197
C 1.1738 2.7081 -1.1683
C 0.5108 3.7460 -0.5195
C 0.2488 3.6998 0.8731
C 0.9024 2.6878 1.6058
C 1.6352 1.6623 0.9566
C 2.0035 0.1823 -2.9457
C 0.6733 0.2074 -3.1539
C 0.2342 -0.0501 -4.4359
C 1.0419 -0.3896 -5.4689
C 2.4280 -0.3741 -5.2321
C 2.8980 -0.0695 -3.9893
H 1.5905 -1.1723 -0.3969
H 1.2464 2.6931 -2.2626
H 0.2335 4.5718 -1.1600
H -0.3673 4.4646 1.3715
H 0.7699 2.5456 2.7456
H 2.0564 0.7774 1.4544
H 0.0423 0.5359 -2.3245
H -0.8535 -0.1527 -4.5222
H 0.6356 -0.6312 -6.4524
H 3.0597 -0.7508 -5.9758
H 3.9351 0.0618 -3.7813
Cl 2.1553 -0.5358 5.9048
C 0.7401 0.1829 5.1446
C 0.0430 1.2161 5.7801
C -1.0909 1.7953 5.2253
C -1.7026 1.2509 4.0534
C -0.9904 0.2773 3.4026
C 0.2325 -0.2958 3.9072
C 0.8670 -1.2654 3.1141
H 0.3339 1.5209 6.7854
H -1.6268 2.6022 5.7711
H -2.5725 1.7553 3.6856
H -1.3636 -0.1758 2.4701
H 1.7196 -1.7514 3.4998
H 0.3986 -1.5923 2.1784
```

Output
charge: -2
Kohn-Sham gap (spin up / spin down): 3.9399 / 3.9284 eV
spin multiplicity: 2
lowest unoccupied orbital energy (spin up / spin down): 4.45 / 4.44 eV

=====

Formula: C25H22I2MoN4O3STe4
Source: the Open Molecules 2025 dataset
Level of theory: the ωB97M-V functional and the def2-TZVPD basis

```
62
Properties=species:S:1:pos:R:3
Mo 1.5137 -0.5565 0.1985
I 2.8170 -0.8756 7.8623
C 2.6291 -0.7904 5.7614
C 3.3952 0.1072 5.0351
C 3.3226 0.0752 3.6597
I 4.3730 1.4599 2.4628
C 2.5144 -0.8493 2.9788
O 2.5479 -0.9566 1.6826
C 1.6619 -1.6687 3.7497
C 0.6810 -2.5201 2.9928
N -0.0496 -1.7041 2.0153
C -0.9954 -0.7637 2.5968
C -0.6264 0.6828 2.4046
C -1.5202 1.6463 2.8471
C -1.2283 2.9866 2.6765
C -0.0250 3.3192 2.0661
C 0.8171 2.3054 1.6669
N 0.5369 1.0024 1.8260
C 1.7358 -1.6397 5.1269
H 4.0429 0.8136 5.5337
H -0.0024 -3.0187 3.6954
H 1.2170 -3.3014 2.4312
H -0.5778 -2.3274 1.4001
H -1.1120 -0.9501 3.6740
H -1.9770 -0.8997 2.1245
H -2.4295 1.3333 3.3322
H -1.9081 3.7457 3.0244
H 0.2539 4.3479 1.9060
H 1.7763 2.5356 1.2183
H 1.1066 -2.2949 5.7086
Te 0.7451 -2.9172 -0.8058
Te 2.9543 -4.4011 -0.2028
Te 4.8175 -3.0452 -1.6428
Te 3.8976 -0.5171 -1.1819
C -3.1224 -1.0246 -6.7961
C -2.8338 -0.9400 -5.3294
C -3.6870 -0.2767 -4.4513
C -3.3953 -0.2093 -3.0987
C -2.2431 -0.8024 -2.6190
C -1.3832 -1.4612 -3.4757
C -1.6804 -1.5319 -4.8232
S -1.8130 -0.6591 -0.8973
O -2.6496 0.3157 -0.2529
O -1.8087 -1.9700 -0.2863
N -0.2690 -0.1832 -0.8829
C 0.1092 1.0333 -1.3472
C -0.5934 1.9924 -2.0623
C 0.0974 3.1226 -2.4826
C 1.4482 3.2563 -2.1628
C 2.0750 2.2659 -1.4435
N 1.4225 1.1641 -1.0371
H -3.7649 -0.2102 -7.1208
H -3.6200 -1.9659 -7.0309
H -2.1924 -0.9898 -7.3608
H -4.5777 0.2048 -4.8276
H -4.0399 0.3101 -2.4063
H -0.4796 -1.9152 -3.0943
H -1.0036 -2.0391 -5.4938
H -1.6364 1.8421 -2.2850
H -0.4019 3.8781 -3.0681
H 2.0061 4.1197 -2.4859
H 3.1320 2.3102 -1.2031
```

Output
Kohn-Sham gap (spin up / spin down): 5.8531 / 5.5731 eV
spin multiplicity: 3
lowest unoccupied orbital energy (spin up / spin down): -0.49 / -0.79 eV

=====

Formula: C25H22IMnN6S4
Source: the Open Molecules 2025 dataset
Level of theory: the ωB97M-V functional and the def2-TZVPD basis

```
59
Properties=species:S:1:pos:R:3
Mn 0.0639 0.4475 1.4271
S 0.3020 0.7211 3.7357
C 1.9572 0.4775 3.2124
C 3.1027 0.4635 3.9980
C 4.3132 0.2819 3.3620
C 4.3617 0.1176 1.9744
C 3.1881 0.1370 1.2621
N 2.0099 0.3168 1.8857
H 3.0247 0.5952 5.0678
H 5.2285 0.2683 3.9388
H 5.3005 -0.0231 1.4597
H 3.1679 0.0136 0.1899
N -1.7540 -0.0250 -2.3069
C -0.8741 -0.1398 -3.4197
C -1.4046 -0.2370 -4.6915
C -0.5565 -0.3385 -5.7871
C 0.8148 -0.3397 -5.6014
C 1.3436 -0.2420 -4.3196
C 0.4969 -0.1436 -3.2300
S 1.2187 -0.0418 -1.6177
N -0.1514 0.0978 -0.5975
C -1.3756 0.0867 -1.0294
C -2.4438 0.2185 0.0063
C -3.7977 0.1393 -0.2471
C -4.6906 0.2732 0.8111
C -4.2024 0.4781 2.0863
C -2.8305 0.5424 2.2688
N -1.9767 0.4201 1.2523
H -2.7358 -0.0219 -2.5216
H -2.4792 -0.2323 -4.8325
H -0.9740 -0.4146 -6.7811
H 1.4806 -0.4155 -6.4494
H 2.4170 -0.2436 -4.1743
H -4.1848 -0.0322 -1.2410
H -5.7553 0.2127 0.6308
H -4.8614 0.5816 2.9361
H -2.4019 0.6879 3.2502
I 3.1462 5.6979 1.8956
C 1.4100 4.7554 1.2750
C 0.3605 5.4603 0.7048
C -0.7703 4.7610 0.3136
C -0.8115 3.3938 0.5049
N 0.1950 2.7068 1.0567
C 1.2844 3.3841 1.4320
H 0.4225 6.5316 0.5692
H -1.6116 5.2712 -0.1334
H -1.6862 2.8284 0.2091
H 2.0880 2.8170 1.8810
S -0.2576 -2.1668 2.1891
C -0.0336 -3.4354 1.1158
N 0.0162 -4.7071 1.4668
C 0.0250 -5.7114 0.4041
C 0.5305 -4.9970 -0.8494
S 0.1383 -3.2338 -0.6005
H -0.1198 -4.9576 2.4361
H -0.9835 -6.1035 0.2617
H 0.6824 -6.5332 0.6800
H 0.0271 -5.3499 -1.7449
H 1.6057 -5.0997 -0.9750
```

Output
charge: +2
Kohn-Sham gap (spin up / spin down): 5.9824 / 6.6898 eV
spin multiplicity: 5
lowest unoccupied orbital energy (spin up / spin down): -7.11 / -6.41 eV

=====

Formula: C25H22N2O2S
Source: the Open Molecules 2025 dataset
Level of theory: the ωB97M-V functional and the def2-TZVPD basis

```
52
Properties=species:S:1:pos:R:3
C 3.3646 2.3329 0.7914
O 3.0074 3.4920 0.0753
C 1.6913 3.7118 -0.1834
C 1.3957 4.8656 -0.9118
C 0.0865 5.1613 -1.2285
C -0.9409 4.3226 -0.8342
C -0.6500 3.1740 -0.1043
N -1.7137 2.3329 0.2430
C -1.6772 1.1699 0.9505
O -0.7340 0.7699 1.5920
C -3.0270 0.4536 0.9554
S -2.7618 -1.3401 0.9240
C -1.5744 -1.4073 -0.3643
N -1.3549 -0.2947 -1.0075
C -0.4113 -0.2633 -1.9715
C -0.1582 0.9427 -2.6515
C 0.8153 0.9970 -3.6119
C 1.5608 -0.1434 -3.9420
C 1.3226 -1.3331 -3.3077
C 0.3356 -1.4220 -2.3104
C 0.0455 -2.6141 -1.6082
C -0.9086 -2.6334 -0.6293
C -1.2101 -3.8494 0.1917
C -0.6650 -3.6916 1.5924
C 0.6474 -3.2824 1.7894
C 1.1516 -3.1308 3.0680
C 0.3501 -3.3912 4.1661
C -0.9574 -3.8032 3.9776
C -1.4624 -3.9499 2.6980
C 0.6657 2.8693 0.2250
H 3.0653 1.4251 0.2582
H 4.4499 2.3629 0.8758
H 2.9218 2.3260 1.7919
H 2.2065 5.5073 -1.2162
H -0.1396 6.0532 -1.7934
H -1.9642 4.5543 -1.0936
H -2.5885 2.5732 -0.2012
H -3.5520 0.6523 1.8905
H -3.6491 0.7295 0.1049
H -0.7357 1.8159 -2.3948
H 1.0147 1.9273 -4.1229
H 2.3237 -0.0767 -4.7035
H 1.8891 -2.2186 -3.5602
H 0.5983 -3.5126 -1.8505
H -2.2912 -4.0010 0.2414
H -0.7565 -4.7261 -0.2796
H 1.2763 -3.0722 0.9356
H 2.1719 -2.8041 3.2073
H 0.7426 -3.2693 5.1649
H -1.5896 -4.0057 4.8299
H -2.4876 -4.2598 2.5558
H 0.8607 1.9736 0.7866
```

Output
SMILES: COc1cccc(NC(=O)CSc2nc3ccccc3cc2Cc2ccccc2)c1
Kohn-Sham gap: 8.3953 eV
lowest unoccupied orbital energy: 0.27 eV

=====

Formula: C25H22N2O5
Source: the Open Molecules 2025 dataset
Level of theory: the ωB97M-V functional and the def2-TZVPD basis

```
54
Properties=species:S:1:pos:R:3
C -6.3541 -3.4266 0.2903
C -5.4084 -2.4732 0.5197
C -4.3149 -1.8729 -0.4027
O -3.2456 -1.8358 0.3772
C -2.2087 -1.3593 -0.3049
C -2.1732 -0.9266 -1.4437
C -1.0961 -0.2707 -1.7702
C -0.0221 0.2436 -1.1824
C 1.1540 0.9371 -1.6146
C 2.4421 0.5852 -0.9377
C 3.1208 -0.5228 -1.5897
O 2.6514 -1.0244 -2.4964
C 3.9120 -1.3362 -0.7579
C 4.6659 -2.3003 -0.8039
C 5.4676 -2.5813 0.2835
C 4.9555 -1.7589 1.3447
C 5.4530 -1.6180 2.5940
O 4.1032 -0.8199 0.3932
C 3.0390 1.4128 -0.1499
O 4.1384 1.6397 0.3108
C 2.0466 2.7047 -0.2266
O 2.1836 3.6869 0.6993
N 1.0324 2.5198 -0.8556
C -0.1726 3.1466 -1.0729
C -1.3550 2.7256 -0.2302
C -1.3531 2.8494 1.2473
C -2.3363 2.2823 1.8847
C -3.4485 1.8610 1.4337
N -3.5192 1.9264 -0.3199
C -2.4703 2.5872 -0.7875
C -0.1441 -0.1476 0.1758
C -1.1497 -0.9157 0.7108
H -6.9982 -3.6795 0.7765
H -6.2893 -4.0185 -0.6449
H -5.5882 -1.9211 1.4285
H -4.8977 -0.9220 -0.7458
H -4.2739 -2.6206 -1.2470
H -2.8641 -1.0005 -2.3059
H -0.8018 -0.0196 -2.9414
H 1.2076 1.0932 -2.5529
H 4.8841 -2.7636 -1.9629
H 6.2406 -3.5015 0.4444
H 5.7629 -0.8210 2.7768
H 4.5239 -1.6130 3.1961
H 6.0438 -2.4040 3.0005
H 4.2038 2.5714 0.9066
H -0.5249 3.3750 -2.1825
H 0.3043 4.2088 -0.7271
H -0.2549 2.9640 1.8137
H -2.4250 2.2421 3.1834
H -4.4130 1.4032 1.7080
H -2.6921 2.2935 -1.8719
H 0.5949 0.1833 0.8582
H -1.3362 -0.9675 1.7715
```

Output
SMILES: C=CCOc1ccc([C@@H]2C(C(=O)c3ccc(C)o3)=C(O)C(=O)N2Cc2cccnc2)cc1
Kohn-Sham gap: 8.1777 eV
lowest unoccupied orbital energy: -0.33 eV

=====

Ordered F_max results: 1.9 3.0 2.1 0.4 0.7 19.6; unit eV/A.